[1]
# C16H16ClN3O2

C16H16ClN3O2 in the gas phase (the ωB97M-V functional and the def2-TZVPD basis, the OMol25 dataset).

Results
- Molar mass: 317.78 g/mol
- F_max: 0.536 eV/Å
- Gap between HOMO and LUMO: 8.225 eV
- Calculated total energy: -1394.2521 a.u.
- ΔE to the lowest compared entry with this formula, charge and spin: 146.3 kJ/mol
- HOMO: -7.57 eV
- Structure (SMILES): O=C(Nc1ccc(N2CCOCC2)nc1)c1ccccc1Cl

Geometry as XYZ:
```
38
Properties=species:S:1:pos:R:3:nbo_charge:R:1
O -0.8865 2.2914 1.1149 -0.5893
C 0.2112 1.8547 1.3808 0.6667
N 0.6878 0.6379 0.9976 -0.5879
C 0.0497 -0.3457 0.2320 0.0464
C -1.2540 -0.2276 -0.2572 -0.1619
C -1.7905 -1.2562 -0.9968 -0.3101
C -1.0170 -2.4062 -1.2389 0.3901
N -1.4942 -3.4796 -1.9276 -0.4156
C -2.7801 -3.4530 -2.5921 -0.2413
C -3.0646 -4.8275 -3.1936 -0.0712
O -2.1010 -5.2203 -4.1451 -0.5307
C -0.7795 -4.8181 -3.8196 -0.0753
C -0.6030 -4.5476 -2.3291 -0.2559
N 0.2320 -2.5084 -0.7717 -0.4847
C 0.7377 -1.5154 -0.0694 0.0492
C 1.2072 2.6086 2.2153 -0.1691
C 1.7419 2.0250 3.3600 -0.1822
C 2.6141 2.7280 4.1707 -0.2167
C 2.9679 4.0262 3.8406 -0.1873
C 2.4506 4.6211 2.7042 -0.2263
C 1.5689 3.9159 1.8986 0.0014
Cl 0.9499 4.6597 0.4720 0.0338
H 1.6356 0.4106 1.2662 0.4038
H -1.8242 0.6644 -0.0583 0.2579
H -2.7911 -1.1660 -1.3843 0.2201
H -3.5693 -3.2153 -1.8711 0.2057
H -2.7958 -2.6958 -3.3900 0.1883
H -4.0207 -4.8156 -3.7224 0.2002
H -3.1260 -5.5705 -2.3844 0.1661
H -0.5308 -3.9071 -4.3839 0.1675
H -0.1157 -5.6225 -4.1482 0.1920
H -0.8180 -5.4576 -1.7558 0.1899
H 0.4177 -4.2328 -2.1107 0.2565
H 1.7556 -1.6663 0.2733 0.1796
H 1.4500 1.0186 3.6251 0.2199
H 3.0152 2.2646 5.0591 0.2194
H 3.6487 4.5790 4.4698 0.2203
H 2.7225 5.6296 2.4360 0.2306
```

=====

[2]
# C16H16CrN2O8P2S2

A molecular structure, C16H16CrN2O8P2S2 (the ωB97M-V functional and the def2-TZVPD basis, the OMol25 dataset).

Results
- Molar mass: 542.39 g/mol
- 2S+1: 5
- F_max: 0.601 eV/Å
- Gap between HOMO and LUMO (spin up / spin down): 5.715 / 6.282 eV
- Net charge: -2
- Calculated total energy: -3854.7437 a.u.
- ΔE to the lowest compared entry with this formula, charge and spin: 0.0 kJ/mol
- HOMO (spin up / spin down): -1.43 / -2.00 eV
- Expectation value of S²: 6.01

Geometry as XYZ:
```
47
Properties=species:S:1:pos:R:3:lowdin_spin:R:1
Cr -0.2074 -0.3830 -0.7110 3.7395
C 0.5852 -3.5651 0.0373 0.0103
C 1.3451 -2.3062 0.3581 0.0500
N 1.7306 -1.5913 -0.6476 0.0170
N 2.7690 -0.6905 -0.4052 0.0103
C 2.6654 0.4874 -0.8992 0.0105
S 1.3471 1.3070 -1.6374 0.0101
S 4.2223 1.4169 -0.6954 0.0015
C 4.5016 1.8878 -2.4376 0.0006
C 4.9252 3.3212 -2.5537 0.0000
C 3.9646 4.3332 -2.5913 0.0000
C 4.3449 5.6607 -2.6766 0.0000
C 5.6922 6.0063 -2.7181 0.0000
C 6.6531 5.0090 -2.6721 0.0000
C 6.2696 3.6763 -2.5911 0.0000
C 1.5049 -1.8571 1.7456 0.0081
C 2.0072 -2.6679 2.7549 0.0036
C 2.1027 -2.2219 4.0632 0.0034
C 1.6486 -0.9341 4.3548 0.0037
C 1.1009 -0.1281 3.3821 0.0009
C 0.9798 -0.5574 2.0324 0.0081
O 0.3952 0.1794 1.1550 0.0169
H 1.2970 -4.3954 -0.0330 0.0035
H 0.0881 -3.4560 -0.9262 0.0017
H -0.1539 -3.7894 0.8029 0.0003
H 3.5475 1.7435 -2.9444 0.0003
H 5.2463 1.2335 -2.8940 0.0001
H 2.9189 4.0548 -2.5280 -0.0001
H 3.5868 6.4340 -2.7044 0.0000
H 5.9876 7.0469 -2.7814 0.0000
H 7.7061 5.2659 -2.6982 0.0000
H 7.0232 2.8976 -2.5552 0.0000
H 2.3535 -3.6637 2.4937 0.0001
H 2.5214 -2.8536 4.8373 0.0002
H 1.7161 -0.5622 5.3730 0.0001
H 0.7222 0.8598 3.6156 0.0001
O -2.5223 0.7514 -3.2412 0.0019
P -2.2943 -0.8352 -3.1205 0.0043
O -2.7072 -1.5223 -4.3524 -0.0009
O -0.9391 -1.0906 -2.5031 0.0291
O -3.3697 -1.2139 -1.9114 0.0005
P -2.9596 -0.7393 -0.4238 0.0062
O -4.4062 -0.7979 0.2867 0.0021
O -1.9651 -1.6869 0.1711 0.0185
O -2.4822 0.6816 -0.4750 0.0362
H -2.4643 1.1104 -2.3288 0.0008
H -4.9218 -1.5265 -0.0754 0.0001
```

=====

[3]
# C16H16F4N2PdTe

A molecular structure, C16H16F4N2PdTe (the ωB97M-V functional and the def2-TZVPD basis, the OMol25 dataset).

Results
- Molar mass: 546.33 g/mol
- F_max: 0.829 eV/Å
- Gap between HOMO and LUMO (spin up / spin down): 3.857 / 3.442 eV
- Net charge: +2
- Calculated total energy: -1523.4516 a.u.
- HOMO (spin up / spin down): -14.42 / -14.30 eV

Geometry as XYZ:
```
40
Properties=species:S:1:pos:R:3:nbo_charge:R:1
Pd 0.4275 -0.3694 0.5017 0.6747
C 1.6012 -0.8946 -2.2778 -0.4223
N 0.5098 -0.1464 -1.6181 -0.4491
C 0.5397 1.2538 -2.0967 -0.4272
C -0.7819 -0.8014 -1.9492 -0.2515
C -1.9326 -0.1769 -1.1692 -0.2953
N -1.4446 0.3272 0.1192 -0.2535
C -2.1693 1.1815 0.8297 0.0260
C -1.5462 1.9907 1.8455 0.4672
F -0.2351 1.9532 1.9826 -0.2526
C -2.2636 2.8815 2.5988 0.3014
F -1.6352 3.6206 3.4899 -0.2452
C -3.6359 3.0291 2.4132 -0.1123
C -4.2782 2.2747 1.4369 0.3262
F -5.5758 2.3947 1.2600 -0.2409
C -3.5824 1.3875 0.6521 0.4039
F -4.2450 0.6557 -0.2162 -0.2427
H 1.5128 -0.8049 -3.3637 0.2180
H 1.5462 -1.9457 -2.0000 0.2218
H 2.5582 -0.4854 -1.9665 0.2285
H 0.3908 1.2737 -3.1793 0.2194
H 1.5068 1.6935 -1.8623 0.2374
H -0.2353 1.8445 -1.6135 0.1990
H -0.6780 -1.8604 -1.7147 0.2351
H -0.9804 -0.7159 -3.0228 0.2382
H -2.7163 -0.9218 -1.0084 0.2876
H -2.3853 0.6474 -1.7229 0.2475
H -4.1961 3.7342 3.0162 0.2998
Te 0.1679 -1.2720 2.9079 0.4400
C 1.8083 -1.7573 1.7056 -0.3165
C 2.0659 -3.0390 1.1830 -0.2237
C 3.1347 -3.2068 0.3331 -0.1589
C 3.9501 -2.1218 -0.0372 -0.1565
C 3.6863 -0.8604 0.4388 -0.1797
C 2.6009 -0.6437 1.3136 -0.3207
H 1.4609 -3.8872 1.4727 0.2546
H 3.3613 -4.1973 -0.0400 0.2528
H 4.7986 -2.2912 -0.6869 0.2523
H 4.3380 -0.0317 0.1921 0.2486
H 2.5513 0.2878 1.8529 0.2683
```

=====

[4]
# C16H16N2O3

C16H16N2O3 in the gas phase (the ωB97M-V functional and the def2-TZVPD basis, the OMol25 dataset).

Results
- Molar mass: 284.31 g/mol
- F_max: 0.626 eV/Å
- Gap between HOMO and LUMO: 9.403 eV
- Calculated total energy: -954.5835 a.u.
- ΔE to the lowest compared entry with this formula, charge and spin: 26.1 kJ/mol
- HOMO: -8.77 eV
- Structure (SMILES): C[C@@H](Oc1ccccc1)C(=O)Nc1ccc(C(N)=O)cc1

Geometry as XYZ:
```
37
Properties=species:S:1:pos:R:3:nbo_charge:R:1
C 3.2356 2.4432 0.3066 -0.6376
C 2.2379 1.8422 -0.6794 0.0090
O 2.6554 0.6055 -1.2323 -0.5075
C 2.8397 -0.4864 -0.4189 0.2804
C 2.3477 -0.6183 0.8739 -0.2601
C 2.5700 -1.7923 1.5749 -0.2012
C 3.2703 -2.8377 1.0024 -0.2369
C 3.7533 -2.7082 -0.2900 -0.1880
C 3.5420 -1.5423 -0.9972 -0.2596
C 0.8112 1.7902 -0.0962 0.6570
O 0.4492 2.5298 0.7907 -0.6036
N 0.0369 0.8786 -0.7401 -0.6269
C -1.2895 0.5199 -0.5021 0.2504
C -1.8359 -0.5038 -1.2764 -0.2697
C -3.1423 -0.8957 -1.0840 -0.1361
C -3.9388 -0.2709 -0.1265 -0.1792
C -5.3412 -0.7511 0.0273 0.6579
N -6.2166 0.1495 0.5420 -0.8190
O -5.6872 -1.8721 -0.2838 -0.6099
C -3.3831 0.7379 0.6544 -0.1732
C -2.0715 1.1326 0.4733 -0.2669
H 3.4629 1.7421 1.1051 0.2215
H 2.8005 3.3388 0.7406 0.2435
H 4.1588 2.6976 -0.2069 0.2192
H 2.1728 2.5008 -1.5584 0.2183
H 1.7887 0.1756 1.3447 0.2163
H 2.1846 -1.8836 2.5794 0.2173
H 3.4377 -3.7478 1.5574 0.2159
H 4.2999 -3.5182 -0.7489 0.2162
H 3.9112 -1.4227 -2.0039 0.2244
H 0.5020 0.3427 -1.4642 0.4150
H -1.2265 -0.9915 -2.0242 0.2115
H -3.5731 -1.6933 -1.6697 0.2388
H -5.9754 1.1128 0.6848 0.3931
H -7.1816 -0.1238 0.6245 0.4053
H -3.9598 1.2093 1.4366 0.2105
H -1.6462 1.9107 1.0846 0.2540
```